{"formula": "C49H57BrN6O5Ti", "method": "the ωB97M-V functional and the def2-TZVPD basis", "symbols": ["Ti", "N", "C", "C", "O", "O", "H", "H", "H", "H", "Br", "C", "C", "C", "C", "C", "C", "N", "N", "C", "C", "C", "C", "O", "C", "N", "C", "C", "C", "C", "H", "H", "H", "H", "H", "H", "H", "H", "H", "C", "C", "C", "C", "C", "C", "C", "C", "C", "C", "C", "C", "N", "C", "C", "C", "C", "C", "C", "C", "N", "C", "C", "C", "C", "C", "C", "C", "C", "C", "C", "C", "C", "H", "H", "H", "H", "H", "H", "H", "H", "H", "H", "H", "H", "H", "H", "H", "H", "H", "H", "H", "H", "H", "H", "H", "H", "H", "H", "H", "H", "H", "H", "H", "H", "H", "H", "H", "H", "H", "H", "H", "O", "H", "H", "C", "O", "H", "H", "H"], "positions_angstrom": [[-0.3760, 0.1220, -0.1610], [2.7045, 0.2470, 1.3245], [2.2394, 0.8440, 2.5600], [0.8628, 1.4789, 2.4346], [0.4317, 2.1260, 3.3766], [0.2039, 1.2491, 1.3454], [3.5015, -0.3564, 1.4757], [2.9704, 0.9656, 0.6648], [2.8940, 1.6159, 2.9787], [2.1467, 0.0620, 3.3160], [8.2954, -0.6158, -0.3852], [7.2544, -1.8359, 0.6485], [7.4985, -3.2002, 0.5609], [6.7481, -4.0762, 1.3192], [5.7115, -3.6360, 2.1770], [5.4943, -2.2357, 2.2369], [6.2648, -1.3574, 1.4935], [5.0892, -4.5812, 2.9473], [3.9137, -4.3128, 3.5178], [2.9216, -3.6553, 2.8091], [2.0618, -2.8201, 3.5083], [1.0664, -2.0688, 2.8692], [0.8507, -2.1522, 1.5148], [-0.0184, -1.3313, 0.9069], [1.5731, -3.1329, 0.7791], [1.2000, -3.3603, -0.5119], [1.8191, -4.2936, -1.1867], [2.8417, -5.0950, -0.6535], [3.2249, -4.8837, 0.6429], [2.6108, -3.8732, 1.4127], [8.2751, -3.5713, -0.0964], [6.9407, -5.1422, 1.2722], [4.7354, -1.8435, 2.9010], [6.1047, -0.2889, 1.5794], [2.2312, -2.7064, 4.5727], [0.4719, -1.3593, 3.4347], [1.4883, -4.4456, -2.2134], [3.2996, -5.8683, -1.2569], [3.9891, -5.4933, 1.1028], [-2.5634, -2.0374, 2.9211], [-3.2673, -0.7018, 2.6608], [-2.3966, 0.4775, 3.0657], [-3.8902, -0.6884, 1.2639], [-5.0630, -1.4460, 1.1909], [-5.8626, -1.4757, 0.0702], [-5.4925, -0.7137, -1.0212], [-4.3162, 0.0251, -1.0215], [-4.0168, 0.8125, -2.2820], [-5.0982, 1.8739, -2.5167], [-3.8879, -0.1132, -3.4967], [-3.4773, 0.0241, 0.1177], [-2.2581, 0.7727, 0.0941], [-2.3828, 2.1389, 0.1375], [-1.3711, 3.1174, -0.0784], [-1.6365, 4.4232, 0.4087], [-0.7152, 5.4463, 0.3522], [0.5408, 5.2156, -0.2088], [0.8142, 3.9632, -0.7463], [-0.1076, 2.9221, -0.7364], [0.2069, 1.6843, -1.3543], [0.8338, 1.7824, -2.6219], [2.0712, 1.1573, -2.8859], [2.6980, 1.3459, -4.1179], [2.1542, 2.1392, -5.1059], [0.9146, 2.7114, -4.8740], [0.2303, 2.5185, -3.6817], [-1.1991, 3.0313, -3.6328], [-1.9904, 2.4826, -4.8254], [-1.3038, 4.5575, -3.6212], [2.8366, 0.3405, -1.8641], [3.2099, -1.0570, -2.3640], [4.1146, 1.0810, -1.4491], [-2.1568, -2.0585, 3.9360], [-1.7442, -2.1875, 2.2209], [-3.2490, -2.8801, 2.8071], [-4.1429, -0.6686, 3.3195], [-1.4400, 0.4927, 2.5607], [-2.2011, 0.4194, 4.1399], [-2.8783, 1.4367, 2.8635], [-5.3600, -2.0024, 2.0738], [-6.7694, -2.0688, 0.0525], [-6.1200, -0.7029, -1.9058], [-3.0748, 1.3319, -2.1444], [-6.0421, 1.4220, -2.8359], [-4.7849, 2.5690, -3.2979], [-5.2910, 2.4482, -1.6080], [-4.6867, -0.8586, -3.5066], [-2.9362, -0.6402, -3.4804], [-3.9482, 0.4557, -4.4262], [-3.3426, 2.5161, 0.4831], [-2.5970, 4.5952, 0.8837], [-0.9636, 6.4169, 0.7656], [1.2917, 5.9962, -0.2350], [1.7712, 3.7804, -1.2248], [3.6572, 0.8694, -4.2877], [2.6741, 2.2939, -6.0442], [0.4456, 3.2993, -5.6560], [-1.6559, 2.6548, -2.7213], [-1.6802, 2.9646, -5.7567], [-3.0564, 2.6794, -4.6965], [-1.8474, 1.4082, -4.9400], [-0.8484, 4.9751, -4.5261], [-0.8118, 4.9954, -2.7555], [-2.3550, 4.8622, -3.6049], [2.2200, 0.2145, -0.9774], [3.9621, -1.0019, -3.1564], [2.3425, -1.5897, -2.7541], [3.6308, -1.6460, -1.5458], [4.8011, 1.1588, -2.2963], [4.6391, 0.5430, -0.6563], [3.9033, 2.0983, -1.1086], [-1.8725, -3.4789, -0.5816], [-2.1326, -2.5488, -0.5468], [-0.9030, -3.4021, -0.5979], [-0.4912, -1.6066, -2.7885], [-0.6839, -0.8438, -1.6380], [-0.1573, -0.9702, -3.6161], [-1.4239, -2.1005, -3.0720], [0.2523, -2.3840, -2.6015]], "forces_ev_per_a": [[-0.47, 0.69, -0.15], [0.01, 0.15, -0.03], [0.12, 0.00, -0.03], [-0.40, -0.13, 0.01], [0.06, 0.09, -0.01], [0.43, 0.19, 0.07], [0.07, -0.09, 0.01], [0.05, 0.02, 0.12], [0.06, 0.02, 0.00], [0.06, 0.12, -0.04], [0.00, 0.01, -0.01], [-0.03, 0.00, 0.04], [-0.02, -0.07, 0.04], [0.07, 0.02, -0.07], [-0.12, -0.22, 0.00], [-0.04, 0.03, -0.03], [-0.03, 0.00, 0.00], [-0.07, 0.23, -0.03], [0.04, -0.15, -0.09], [0.02, 0.10, 0.01], [0.03, 0.01, -0.07], [-0.06, -0.15, 0.06], [-0.11, 0.32, 0.07], [0.05, -0.73, 0.06], [-0.07, -0.06, 0.02], [0.04, 0.01, 0.03], [0.01, 0.00, -0.03], [-0.01, 0.02, -0.02], [0.04, 0.07, 0.06], [0.08, -0.03, 0.03], [0.00, 0.00, 0.00], [0.00, 0.02, 0.00], [0.00, -0.02, 0.02], [-0.03, 0.01, -0.01], [-0.01, 0.01, 0.00], [-0.02, -0.05, -0.01], [0.00, 0.00, 0.02], [0.00, 0.00, 0.00], [0.07, 0.00, 0.05], [0.04, -0.02, 0.00], [0.01, -0.01, -0.07], [-0.01, 0.01, 0.03], [-0.11, 0.06, 0.04], [0.02, 0.03, 0.03], [-0.02, -0.01, -0.01], [0.04, -0.06, -0.03], [0.02, -0.09, -0.03], [-0.02, 0.02, 0.01], [-0.01, 0.03, 0.01], [-0.07, 0.03, 0.00], [0.10, 0.07, 0.08], [0.15, 0.13, -0.10], [0.08, 0.00, -0.03], [-0.08, -0.02, -0.01], [0.00, 0.00, -0.01], [0.01, -0.03, -0.03], [-0.07, 0.00, -0.04], [0.01, 0.05, -0.17], [0.06, -0.15, -0.10], [-0.19, 0.15, 0.33], [-0.17, -0.06, 0.04], [0.12, 0.02, -0.05], [0.01, -0.06, 0.05], [-0.03, 0.02, 0.00], [0.04, -0.01, 0.00], [0.03, -0.05, 0.05], [0.04, 0.04, 0.05], [-0.02, 0.02, 0.01], [0.00, 0.01, -0.03], [0.00, 0.01, -0.05], [-0.04, 0.00, -0.02], [0.03, 0.02, -0.02], [-0.01, 0.00, -0.01], [0.02, 0.02, -0.01], [-0.01, 0.02, 0.00], [-0.01, -0.03, 0.05], [-0.02, -0.03, -0.02], [-0.01, 0.01, 0.00], [0.00, -0.02, 0.00], [0.00, 0.00, -0.01], [0.00, 0.01, 0.00], [0.00, 0.00, 0.03], [0.14, -0.01, 0.03], [0.01, -0.03, 0.04], [-0.01, 0.01, -0.03], [0.04, 0.00, -0.02], [0.03, 0.03, -0.04], [0.01, -0.04, 0.02], [0.03, 0.01, 0.01], [-0.03, -0.01, 0.02], [0.01, 0.01, 0.00], [0.00, 0.00, 0.00], [-0.01, -0.01, 0.00], [-0.01, -0.01, 0.02], [-0.01, 0.00, 0.00], [-0.01, 0.00, 0.01], [0.02, -0.01, 0.01], [-0.01, -0.05, 0.11], [0.00, -0.02, 0.02], [-0.02, 0.01, -0.01], [-0.01, -0.02, 0.03], [-0.01, 0.00, 0.04], [0.06, -0.02, 0.10], [0.02, -0.01, 0.00], [-0.07, -0.02, -0.04], [-0.01, -0.02, 0.01], [0.00, 0.02, 0.05], [0.00, -0.01, 0.00], [-0.02, 0.01, 0.00], [0.03, -0.02, -0.01], [-0.04, -0.02, 0.04], [0.01, 0.09, -0.06], [-0.08, -0.09, 0.03], [0.07, -0.03, 0.04], [0.00, 0.14, 0.13], [0.08, -0.43, -0.55], [0.02, 0.02, -0.03], [-0.03, -0.03, -0.01], [0.03, -0.02, -0.02]], "lowdin_spin": [0.059, 0.002, 0.000, 0.000, 0.001, 0.003, 0.001, 0.000, 0.000, 0.000, 0.011, 0.057, 0.001, 0.040, 0.039, 0.048, -0.001, 0.257, 0.348, 0.017, 0.062, -0.009, 0.054, 0.016, 0.000, 0.011, -0.009, 0.013, -0.004, 0.021, -0.001, 0.004, 0.006, -0.001, 0.005, -0.002, -0.001, 0.001, 0.001, 0.000, 0.001, 0.005, 0.006, 0.001, 0.003, 0.001, 0.006, 0.004, 0.002, 0.001, 0.012, 0.176, 0.312, 0.027, 0.098, -0.006, 0.121, -0.003, 0.087, 0.033, 0.002, 0.003, 0.000, 0.004, 0.000, 0.003, 0.001, 0.000, 0.001, 0.001, 0.000, 0.000, 0.000, 0.000, 0.000, 0.000, 0.001, 0.000, 0.002, 0.000, 0.000, 0.000, 0.004, 0.000, 0.000, 0.001, 0.000, 0.000, 0.000, 0.018, 0.004, -0.004, 0.010, -0.003, 0.000, 0.000, 0.000, 0.001, 0.000, 0.000, 0.000, 0.000, 0.001, 0.000, 0.000, 0.000, 0.000, 0.000, 0.000, 0.000, 0.000, 0.000, 0.000, 0.000, 0.001, 0.011, 0.000, 0.000, 0.000], "e_homo_ha": [-0.0335, -0.0674], "charge": -2, "de_lowest_kcal_mol": 0.0, "s_squared": 2.054, "multiplicity": 3}



{"formula": "C4H4LiO", "method": "the ωB97M-V functional and the def2-TZVPD basis", "symbols": ["H", "C", "C", "C", "C", "O", "Li", "H", "H", "H"], "positions_angstrom": [[-0.3456, -0.6197, 2.1730], [1.2758, 1.2436, -1.4005], [0.0921, 0.8102, -0.9494], [-0.0448, -0.2037, 0.0625], [-0.5142, -1.2606, 0.5058], [-0.8074, -1.5404, 1.7431], [-2.3554, -2.5083, 2.4088], [2.2109, 0.7665, -1.1010], [1.3249, 2.0634, -2.1170], [-0.8363, 1.2489, -1.3254]], "forces_ev_per_a": [[-2.24, -4.23, -0.55], [0.04, -0.14, -0.06], [0.16, 0.15, 0.45], [-0.15, -0.20, -3.62], [1.18, 2.37, -2.03], [0.61, 1.98, 5.61], [0.38, 0.14, -0.18], [-0.28, 0.28, 0.06], [0.02, -0.31, 0.10], [0.29, -0.06, 0.21]], "nbo_charge": [0.559, -0.216, -0.323, -0.027, 0.160, -0.813, 0.990, 0.214, 0.220, 0.236], "e_homo_ha": [-0.4751, -0.4752], "charge": 1, "de_lowest_kcal_mol": 67.4, "multiplicity": 1}